(1)
Computed, not measured: C53H58N4O3P2Ti as an isolated structure, with ωB97M-V/def2-TZVPD.

As for the HOMO energy: -12.4 eV. The calculation puts the energy relative to the best compared isomer or geometry (same formula, charge and spin) at 1.775 eV. The value obtained for the gap between HOMO and LUMO is 0.2235 Eh. The lowest unoccupied orbital energy comes out at -6.300 eV. The electronic energy comes out at -109688.7936 eV.

The geometry in ORCA input format:
```
! wB97M-V def2-TZVPD RIJCOSX def2/J DEFGRID3
* xyz 2 1
Ti -0.05218 0.69088 -0.68324
C 3.98782 1.17504 -2.72498
C 2.76403 0.57798 -2.39174
N 1.72946 1.26374 -1.94039
C 1.89588 2.61194 -1.76690
C 3.08650 3.28982 -2.01883
C 4.15662 2.51755 -2.52336
C 3.13466 4.68691 -1.77248
C 2.03493 5.33335 -1.28706
C 0.82389 4.63324 -1.04251
C 0.76191 3.30476 -1.30545
N -0.39361 2.46681 -1.28451
C -1.06925 2.40016 -2.53945
C -0.94307 3.30392 -3.56027
C -1.65827 3.13899 -4.76836
C -2.48942 2.07473 -4.95619
C -2.62407 1.11872 -3.92485
C -3.47303 -0.01018 -4.00395
C -3.56056 -0.88164 -2.95271
C -2.76683 -0.66879 -1.82034
N -1.95464 0.35876 -1.71413
C -1.90672 1.27780 -2.73149
H 4.78931 0.55466 -3.10263
H 2.64467 -0.49576 -2.48329
H 5.10361 2.99477 -2.74847
H 4.05295 5.22736 -1.96908
H 2.07655 6.39693 -1.09111
H -0.05512 5.16007 -0.68837
H -0.30818 4.17108 -3.43490
H -1.54659 3.88258 -5.54724
H -3.05481 1.95636 -5.87261
H -4.05854 -0.17018 -4.90227
H -4.21534 -1.74155 -2.98278
H -2.79238 -1.36232 -0.98670
O 3.26034 0.53973 0.36185
C 2.49859 -0.34092 0.61874
O 1.12870 -0.21490 0.42047
C 2.96372 -1.63517 1.20555
P 2.21365 -3.19281 0.53570
C 3.64101 -3.88396 -0.35693
C 4.74328 -4.46452 0.27328
C 5.81249 -4.92849 -0.47812
C 5.79327 -4.81550 -1.86503
C 4.70204 -4.24187 -2.50153
C 3.62743 -3.78401 -1.74641
C 2.04313 -4.26334 2.00436
C 1.96937 -3.82117 3.32193
C 1.71705 -4.71599 4.35928
C 1.53517 -6.06172 4.09050
C 1.60375 -6.51611 2.77790
C 1.84581 -5.62458 1.74609
H 2.74216 -1.57033 2.27408
H 4.04213 -1.63719 1.08601
H 4.76360 -4.56126 1.35380
H 6.66239 -5.38140 0.01702
H 6.62781 -5.18319 -2.44787
H 4.68003 -4.16744 -3.58153
H 2.75658 -3.35965 -2.24557
H 2.11844 -2.77991 3.57553
H 1.67717 -4.35627 5.37967
H 1.34808 -6.75750 4.89839
H 1.47162 -7.56853 2.56035
H 1.90567 -5.99408 0.72729
C -5.20459 2.02403 1.72443
C -4.04298 2.13846 0.69556
C -3.72839 3.62191 0.42896
C -4.56644 1.56048 -0.62728
P -2.42370 1.33160 1.26771
C -2.83828 -0.42427 1.63041
C -4.13135 -0.95441 1.68681
C -4.34198 -2.31217 1.89506
C -3.26801 -3.17648 2.05715
C -1.97345 -2.67508 2.00222
C -1.77023 -1.31851 1.78416
C -1.91884 2.14827 2.90704
C -3.03288 2.64749 3.82980
C -1.14291 1.10596 3.72054
C -1.01888 3.36246 2.58399
H -5.53936 3.01902 2.02237
H -4.96813 1.48344 2.63196
H -6.05876 1.52408 1.26545
H -4.58017 4.07036 -0.09015
H -2.84537 3.74531 -0.20534
H -3.57767 4.18635 1.34488
H -5.54537 2.01006 -0.81011
H -4.71110 0.48092 -0.58649
H -3.93892 1.82102 -1.47619
H -4.99414 -0.32336 1.55091
H -5.35575 -2.69252 1.93237
H -3.43853 -4.23135 2.23079
H -1.12168 -3.33771 2.12898
H -0.74807 -0.95767 1.75188
H -3.65335 1.83899 4.22121
H -3.67108 3.39834 3.37327
H -2.54232 3.12178 4.68576
H -1.78841 0.29488 4.05669
H -0.31093 0.65069 3.18815
H -0.73275 1.59958 4.60495
H -1.60788 4.22010 2.26702
H -0.26831 3.15336 1.82671
H -0.49730 3.65974 3.49926
C 2.93147 4.10128 1.81578
C 2.35475 2.86492 2.43782
O 1.37839 2.29258 1.54154
H 3.66653 4.53713 2.49489
H 2.15739 4.84757 1.62968
H 3.43248 3.86455 0.87541
H 1.87291 3.09938 3.39083
H 3.14034 2.12857 2.61952
H 1.06117 1.50712 1.99256
C -0.10276 -3.44224 -3.42612
C -0.31472 -3.46919 -2.06066
C -0.19817 -2.29661 -1.34380
N 0.10151 -1.13533 -1.92209
C 0.31503 -1.10731 -3.25172
C 0.22686 -2.23473 -4.03236
H -0.18330 -4.34695 -4.01578
H -0.54560 -4.38562 -1.53486
H -0.34663 -2.29127 -0.27242
H 0.53173 -0.14135 -3.68444
H 0.40422 -2.16406 -5.09685
*
```

Here are the Löwdin charges for atoms 1 to 2, given in e: 1.17 0.00

(2)
Computed, not measured: C53H59IrN6P2S as an isolated structure at a distorted geometry, with ωB97M-V/def2-TZVPD.

As for the HOMO energy (spin up / spin down): -11.7 / -11.7 eV. The value obtained for the gap between HOMO and LUMO (spin up / spin down) is 0.1676 / 0.1676 Eh. The lowest unoccupied orbital energy (spin up / spin down) comes out at -7.091 / -7.091 eV. The electronic energy comes out at -97093.4054 eV.

The geometry in ORCA input format:
```
! wB97M-V def2-TZVPD RIJCOSX def2/J DEFGRID3
* xyz 2 1
Ir -0.42497 -0.78466 0.08338
C -3.82227 1.87767 2.39148
C -2.73226 2.43383 1.47078
C -1.78541 3.39181 2.15422
C -2.32589 4.43675 2.89520
C -1.51634 5.34112 3.55123
C -0.14461 5.18527 3.48948
C 0.44833 4.16249 2.75804
C 1.95325 3.99048 2.89451
C 2.33712 2.71561 3.66139
C -0.37963 3.27027 2.03921
N 0.16763 2.19402 1.31000
C 1.21631 2.30062 0.60792
C 1.98525 1.14664 0.21587
C 3.31477 1.12221 -0.15481
C 3.72107 -0.22971 -0.20170
C 2.61904 -0.97592 0.14346
N 1.55847 -0.15009 0.42101
H -4.37562 1.07496 1.89026
H -4.53866 2.65115 2.67587
H -3.38386 1.47754 3.30827
H -3.20423 2.95808 0.63360
H -2.14461 1.61537 1.06416
H -3.40417 4.54184 2.96045
H -1.94910 6.15426 4.12513
H 0.49298 5.87363 4.03567
H 2.33081 4.84790 3.45049
H 2.46528 4.00291 1.93495
H 1.78453 2.66427 4.60437
H 3.40556 2.71374 3.89129
H 2.11847 1.82051 3.07368
H 1.63225 3.26872 0.31709
H 3.92855 1.99973 -0.32119
H 4.70651 -0.61759 -0.42402
H 2.52579 -2.05307 0.20804
C -0.15465 -4.64929 3.65842
N 0.28766 -4.58318 2.23120
C 1.50292 -3.71167 2.09543
C -0.86587 -4.11534 1.35802
C -0.50016 -3.91594 -0.09655
C -0.37184 -5.06003 -0.87285
C 0.01882 -5.04645 -2.23038
C 0.23435 -3.85906 -2.82710
C 0.05734 -2.59366 -2.10350
C -0.30340 -2.65037 -0.65925
H 0.64550 -5.05235 4.27170
H -1.03639 -5.28104 3.74094
H -0.40142 -3.64107 3.98751
H 0.54036 -5.52274 1.93533
H 1.20151 -2.67681 2.25955
H 1.91321 -3.80635 1.09630
H 2.24606 -4.01239 2.82706
H -1.22657 -3.19178 1.79763
H -1.65209 -4.86564 1.43905
H -0.59772 -6.02241 -0.41730
H 0.13086 -5.97582 -2.77795
H 0.55692 -3.79741 -3.86364
H 1.02457 -2.08156 -2.17098
C -4.38975 -1.02721 5.10917
C -3.39480 -2.08071 4.59445
C -2.19476 -1.47715 3.93626
N -1.84722 -1.65940 2.71447
N -0.68745 -0.99978 2.33540
C -0.14470 -0.31641 3.34938
N 1.01378 0.32522 3.31881
S -1.08302 -0.43828 4.80517
H -5.19431 -1.51543 5.65972
H -4.82482 -0.46653 4.28191
H -3.90295 -0.31900 5.78307
H -3.87587 -2.73087 3.86512
H -3.06519 -2.69826 5.43344
H 1.46608 0.41649 2.41361
H 1.29680 0.92137 4.07812
C -2.04484 1.50488 -3.60850
P -0.88326 1.28537 -2.14288
C 0.68337 1.26950 -3.10080
C 0.96131 2.38585 -3.89652
C 2.16081 2.48984 -4.58500
C 3.11444 1.48375 -4.49017
C 2.86619 0.38744 -3.68015
C 1.66897 0.29584 -2.98245
C -1.31807 -0.50505 -1.81891
C -2.63810 -0.54891 -1.22304
C -3.59648 -1.45651 -1.60647
C -3.35487 -2.35200 -2.70462
C -2.15246 -2.39515 -3.30135
C -0.97055 -1.59859 -2.82302
P -3.75094 2.08442 -3.13606
C -4.38161 2.44483 -4.82556
C -4.91549 3.68397 -5.17640
C -5.32876 3.92460 -6.48268
C -5.22873 2.93108 -7.44457
C -4.73904 1.68101 -7.09291
C -4.33104 1.43564 -5.78918
C -3.45268 3.77516 -2.51036
C -4.42894 4.31305 -1.67507
C -4.35988 5.63953 -1.26713
C -3.29764 6.43531 -1.67032
C -2.30898 5.90394 -2.48801
C -2.39238 4.58488 -2.91389
H -2.14663 0.54193 -4.10764
H -1.61233 2.19878 -4.32693
H 0.24159 3.18923 -3.98608
H 2.34679 3.36022 -5.20468
H 4.04863 1.56216 -5.03447
H 3.61181 -0.39307 -3.57513
H 1.52345 -0.53217 -2.30221
H -2.92821 0.24301 -0.54183
H -4.57265 -1.43692 -1.13674
H -4.16862 -2.96971 -3.06830
H -1.98100 -3.06808 -4.13869
H -0.44339 -1.17242 -3.68019
H -5.00250 4.47028 -4.43726
H -5.72611 4.89819 -6.74702
H -5.54038 3.12647 -8.46411
H -4.67811 0.89401 -7.83657
H -3.97357 0.44522 -5.51985
H -5.26501 3.69117 -1.36474
H -5.13855 6.05370 -0.63648
H -3.24481 7.47240 -1.35868
H -1.48354 6.52556 -2.81770
H -1.64136 4.20750 -3.59684
*
```

Here are the Löwdin charges for atoms 1 to 2, given in e: 1.25 -0.09